Computed, not measured: a single C5H12N2 molecule in a non-equilibrium geometry, with ωB97M-V/def2-TZVPD.

Last columns: bonded neighbours and bond lengths (Å).
Element x y z (Å)
1 C 1.0785 -0.5977 -1.9589  C2 1.317, H8 1.102, H9 1.076
2 C 0.2188 -0.5858 -0.9608  C1 1.317, C3 1.521, N6 1.438
3 C 0.5335 -0.2276 0.4834  C2 1.521, C4 1.609, H10 1.091, H11 1.082
4 C 0.5225 1.3501 0.7998  C3 1.609, N5 1.471, H12 1.092, H13 1.093
5 N 1.3994 1.6152 1.9508  C4 1.471, H14 1.008, H15 1.007
6 N -1.1891 -0.5088 -1.2429  C2 1.438, C7 1.423, H16 1.007
7 C -2.1084 -0.8192 -0.2016  N6 1.423, H17 1.120, H18 1.108, H19 1.097
8 H 2.1326 -0.8960 -1.8401  C1 1.102
9 H 0.9233 -0.5155 -3.0207  C1 1.076
10 H 1.5853 -0.4481 0.6738  C3 1.091
11 H -0.0079 -0.8551 1.1790  C3 1.082
12 H 1.1172 1.7445 -0.0268  C4 1.092
13 H -0.4495 1.8460 0.8685  C4 1.093
14 H 0.9223 1.6694 2.8370  N5 1.008
15 H 2.1074 0.9009 1.9068  N5 1.007
16 H -1.5121 -0.9116 -2.1070  N6 1.007
17 H -2.3285 -0.0011 0.5313  C7 1.120
18 H -1.8258 -1.5794 0.5532  C7 1.108
19 H -3.1195 -1.1803 -0.4248  C7 1.097

Output
Max |F| in eV/Å: 3.52
Molar mass in g mol⁻¹: 100.2
HOMO in eV: -7.98
Relative energy (zero: lowest compared OMol25 entry of this formula, charge and spin) in kcal/mol: 49.7
SMILES string: C=C(CCN)NC
Multiplicity: 1
Lowest unoccupied orbital energy in hartree: 0.0376
Orbital gap in eV: 9.01